{"formula": "C37H48ClGeN3O10S2V", "method": "ωB97M-V/def2-TZVPD", "species": ["C", "C", "H", "C", "V", "H", "C", "S", "O", "H", "C", "C", "H", "H", "C", "H", "C", "H", "H", "C", "H", "S", "C", "H", "N", "C", "C", "O", "O", "C", "C", "O", "H", "H", "H", "O", "C", "H", "C", "C", "H", "C", "H", "H", "C", "C", "H", "H", "H", "C", "H", "C", "O", "H", "C", "H", "C", "H", "H", "O", "H", "O", "H", "C", "H", "Cl", "C", "C", "H", "H", "Ge", "H", "C", "H", "H", "H", "N", "C", "H", "H", "C", "H", "H", "H", "N", "H", "H", "C", "H", "C", "H", "H", "C", "C", "H", "H", "C", "H", "C", "O", "H", "C", "O"], "coordinates": [[1.700418, 1.555219, -5.016955], [0.570818, 4.750771, -1.051196], [1.205335, 4.788033, -0.163033], [3.689572, -5.595103, 1.355123], [-0.497634, 0.626410, -0.131465], [0.752497, -0.418135, -6.570644], [-1.008640, -2.387942, -1.389692], [2.385515, -2.293005, 3.219893], [0.367543, 1.345838, 1.421878], [-1.224021, 1.103683, 3.856832], [-0.312861, 5.560536, 3.930834], [1.533654, 4.378346, 2.991793], [1.749779, -8.137911, 0.607838], [-4.132264, 3.740206, -0.614134], [-3.432128, 2.985448, -0.250429], [-4.694270, 0.316355, -2.037517], [-1.727839, -2.017197, -2.685833], [2.612643, 0.560310, -1.817612], [0.932803, -1.736630, -2.076897], [2.565751, -6.429643, 1.373806], [-3.781797, 2.630300, 0.721919], [4.248661, -0.538326, 1.179115], [-3.351469, 1.815485, -1.224086], [-2.455383, 3.445813, -0.115444], [1.939282, -0.343360, -0.066742], [3.638914, -4.343741, 1.933937], [0.637512, 1.324647, -2.848216], [3.726555, -1.839352, 3.493842], [-1.942540, -0.039358, 1.554784], [2.469440, -3.908226, 2.543899], [-2.839926, 2.242474, -2.594321], [-1.169220, -1.335955, -0.417978], [-0.401133, 5.156086, -0.767899], [-2.772737, 1.372147, -3.250197], [-1.576969, -2.792800, -3.439962], [-2.453305, 0.823540, -0.699828], [-1.202577, 4.641138, 3.398342], [-4.100017, -1.056980, 2.835959], [-3.356827, -0.527628, 3.437232], [0.381697, 3.300648, -1.398121], [2.308303, -0.929067, -5.862627], [-4.737420, 1.195928, -1.391513], [-0.604544, -2.236145, 2.243602], [1.005125, 5.365589, -1.832082], [1.348689, -4.727576, 2.575383], [2.011565, 2.905077, -4.742187], [0.611981, -3.470313, -2.300543], [-5.165259, 0.897833, -0.432314], [0.050046, -0.038977, 3.394207], [-1.949407, -0.668323, 2.860913], [0.526533, -6.624892, 2.032006], [1.608437, 3.446594, -3.560379], [0.099597, 0.509181, -2.006289], [2.550065, 3.479041, -5.482533], [0.900346, 2.701760, -2.585470], [-3.386662, -0.941305, 4.446931], [-1.611982, -3.660064, -0.796292], [-1.484731, -4.494029, -1.489473], [-2.317373, -2.684056, 2.135243], [-0.307591, 2.663432, -0.576712], [4.510383, -3.701328, 1.931250], [1.393057, -2.268064, 4.248841], [2.234534, -0.386312, -7.556453], [-0.707344, 3.574362, 2.664465], [-5.408740, 1.924306, -1.848212], [-0.926727, 6.896740, 4.860239], [1.054965, 5.442095, 3.739475], [1.028323, 0.782049, -4.099530], [-1.529398, -2.599051, 3.717383], [-1.379600, 2.839930, 2.240625], [-2.938490, -0.815058, 0.188991], [-0.999983, -0.401980, 4.763218], [-1.574088, -2.139212, 2.727420], [0.978420, -2.828472, -0.685921], [2.594826, 4.264205, 2.811428], [4.606023, -5.941553, 0.892854], [2.626291, -7.700139, 0.835382], [0.475912, -2.617276, -1.631888], [-3.637632, 0.526055, 3.488300], [-1.854567, 2.699238, -2.532834], [0.659915, 3.438139, 2.458056], [0.448182, -4.377821, 3.062002], [-2.804464, -1.925083, -2.514302], [-1.355657, -1.066302, -3.062952], [1.749048, -1.475879, 1.928547], [0.795177, -0.257548, -4.275800], [1.841912, 4.484745, -3.371371], [2.869340, 0.157937, -0.850719], [1.725068, 6.173691, 4.168927], [2.486576, -0.832430, 1.090529], [3.350579, -7.870716, 0.158600], [5.044045, 0.545953, -0.860350], [1.395771, -5.979156, 1.997567], [1.202525, 2.320646, 1.611764], [-2.680280, -3.543609, -0.602678], [-3.526291, 2.962570, -3.043749], [-0.964436, 0.048446, 3.769581], [-2.264841, 4.762010, 3.560591], [1.829415, -0.238015, -6.560077], [2.337718, 2.363954, 1.159305], [-1.111732, -3.908593, 0.141816], [4.177398, 0.145705, -0.360077], [2.118313, 1.108993, -6.218938]], "forces_ev_per_angstrom": [[0.0, 0.0, -0.1], [0.0, 0.0, 0.0], [0.0, 0.0, 0.0], [0.0, 0.0, 0.0], [0.1, -0.3, -0.4], [0.0, 0.0, 0.0], [0.0, 0.0, 0.0], [0.1, -0.1, 0.0], [0.1, 0.0, 0.2], [0.0, 0.0, 0.0], [0.0, 0.0, 0.0], [0.0, 0.0, 0.0], [0.0, 0.0, 0.0], [0.0, 0.0, 0.0], [0.0, 0.0, 0.0], [0.0, 0.0, 0.0], [0.0, 0.0, 0.0], [0.0, 0.0, 0.0], [0.0, 0.0, 0.0], [0.0, 0.0, 0.0], [0.0, 0.0, 0.0], [0.0, 0.0, -0.1], [0.0, 0.0, 0.0], [0.0, 0.0, 0.0], [0.0, 0.1, 0.0], [0.1, 0.1, 0.0], [0.0, 0.0, -0.1], [0.0, 0.0, 0.0], [-0.1, 0.1, 0.2], [0.0, 0.0, 0.0], [0.0, 0.0, 0.0], [0.0, -0.1, 0.0], [0.0, 0.0, 0.0], [0.0, 0.0, 0.0], [0.0, 0.0, 0.0], [0.0, 0.0, 0.0], [0.0, 0.0, 0.0], [0.0, 0.0, 0.0], [0.0, 0.0, 0.1], [-0.1, 0.1, 0.2], [0.0, 0.0, 0.0], [0.0, 0.0, 0.0], [0.0, 0.0, 0.0], [0.0, 0.0, 0.0], [-0.1, 0.0, 0.0], [0.0, 0.0, 0.0], [0.0, 0.0, 0.0], [0.0, 0.0, 0.0], [0.0, 0.0, 0.0], [0.0, 0.1, -0.1], [0.0, 0.0, 0.0], [0.0, 0.0, 0.0], [0.0, 0.2, 0.1], [0.0, 0.0, 0.0], [0.1, -0.1, -0.2], [0.0, 0.0, 0.0], [0.0, 0.0, 0.0], [0.0, 0.0, 0.0], [0.0, 0.0, 0.0], [0.0, 0.0, 0.1], [0.0, 0.0, 0.0], [0.1, 0.0, 0.0], [0.0, 0.0, 0.0], [0.0, 0.0, 0.0], [0.0, 0.0, 0.0], [0.0, 0.0, 0.0], [0.0, 0.0, 0.0], [0.0, 0.1, 0.0], [0.0, 0.0, 0.0], [0.0, 0.0, 0.0], [0.0, -0.1, 0.0], [0.0, 0.0, 0.0], [0.0, -0.1, 0.1], [0.0, 0.0, 0.0], [0.0, 0.0, 0.0], [0.0, 0.0, 0.0], [0.0, 0.0, 0.0], [0.0, 0.0, 0.0], [0.0, 0.0, 0.0], [0.0, 0.0, 0.0], [0.1, 0.1, 0.0], [0.0, 0.0, 0.0], [0.0, 0.0, 0.0], [0.0, 0.0, 0.0], [0.1, 0.1, 0.0], [0.0, 0.0, 0.0], [0.0, 0.0, 0.0], [0.1, 0.0, 0.0], [0.0, 0.0, 0.0], [-0.2, -0.2, 0.1], [0.0, 0.0, 0.0], [0.0, 0.0, 0.0], [0.0, 0.0, 0.0], [-0.1, -0.1, -0.1], [0.0, 0.0, 0.0], [0.0, 0.0, 0.0], [0.0, 0.0, 0.0], [0.0, 0.0, 0.0], [0.0, 0.0, 0.0], [0.0, 0.1, 0.1], [0.0, 0.0, 0.0], [-0.1, 0.0, 0.0], [0.0, 0.0, 0.0]], "charge": 0, "e_tot_ev": -180494.82809, "homo_energy_ev": [-8.265, -8.405], "molar_mass_da": 917.94, "gap_ev": [8.4, 6.2], "s2": 3.78, "multiplicity": 4, "e_above_lowest_ev": 0.000}